[1]
The following is a DFT calculation (wB97M-V/def2-TZVPD) of the ion C7H15N2 with charge +1 at a distorted geometry.

Geometry (Å):
C  -0.66  -0.31  -1.82
C  -1.83  0.52  -1.37
C  0.78  -0.30  0.11
C  0.64  -1.28  1.21
C  3.18  0.29  -0.10
C  -2.59  -0.12  0.86
C  1.77  0.80  0.25
N  0.28  -0.53  -1.04
N  -1.75  0.76  0.05
H  -0.64  -0.71  -2.83
H  -1.79  1.46  -1.94
H  -2.74  -0.01  -1.68
H  0.19  -0.78  2.06
H  1.62  -1.63  1.52
H  0.02  -2.13  0.93
H  3.18  -0.20  -1.07
H  3.53  -0.42  0.65
H  3.87  1.12  -0.13
H  -2.40  0.08  1.91
H  -3.66  0.03  0.67
H  -2.35  -1.15  0.64
H  1.51  1.62  -0.43
H  1.76  1.17  1.27
H  -1.92  1.73  0.29

Computed properties:
strongest force on any atom = 5.8 eV/Å
gap between HOMO and LUMO (spin up / spin down) = 0.2064 / 0.2077 Eh
HOMO (spin up / spin down) = -8.96 / -14.14 eV
2S+1 = 3
net charge = +1
lowest unoccupied orbital energy (spin up / spin down) = -3.346 / -8.488 eV


[2]
The following is a DFT calculation (wB97M-V/def2-TZVPD) of a cluster of 2 separate species, C4H8BrNO3 in total at a distorted geometry.

Geometry (Å):
C  -1.14  0.69  -1.66
C  -1.36  0.79  -0.35
O  -0.41  0.73  0.67
C  0.89  0.32  0.39
C  1.84  1.42  -0.01
N  -2.68  0.90  0.28
O  -2.77  1.32  1.41
O  -3.67  0.67  -0.43
H  -2.04  0.78  -2.23
H  -0.24  0.52  -2.20
H  1.16  -0.14  1.28
H  0.83  -0.47  -0.42
H  1.31  2.11  -0.75
H  2.03  2.11  0.93
H  2.78  0.93  -0.25
Br  -2.13  -2.60  1.42
H  -2.51  -1.14  1.60

Computed properties:
strongest force on any atom = 3.8 eV/Å
gap between HOMO and LUMO = 0.3396 Eh
HOMO = -10.14 eV
SMILES string = C=C(OCC)[N+](=O)[O-].Br
net charge = 0
lowest unoccupied orbital energy = -0.894 eV


[3]
The following is a DFT calculation (wB97M-V/def2-TZVPD) of a structure of composition C30H60N11Ni.

Geometry (Å):
Ni  0.22  0.69  0.47
C  -0.57  2.90  4.03
N  0.64  2.26  3.52
C  0.64  0.81  3.59
C  1.27  2.85  2.42
N  1.46  2.14  1.35
C  2.48  2.52  0.39
C  3.04  1.27  -0.27
N  1.99  0.52  -0.98
C  1.56  1.20  -2.22
C  0.07  1.02  -2.44
N  -0.64  1.65  -1.33
C  -1.82  2.15  -1.53
N  -2.63  1.85  -2.61
C  -3.50  2.83  -3.24
C  -2.77  0.48  -3.08
N  -2.33  3.07  -0.65
C  -1.44  3.73  0.28
C  -3.73  3.02  -0.25
C  2.39  -0.87  -1.24
C  0.41  -2.26  -0.47
N  -0.55  -1.21  -0.06
C  -1.81  -1.55  -0.07
N  -2.35  -2.60  -0.78
C  -3.15  -3.62  -0.12
C  -2.10  -2.81  -2.19
N  -2.74  -0.89  0.71
C  -2.36  -0.09  1.86
C  -4.14  -0.85  0.34
N  1.66  4.15  2.61
C  1.67  5.14  1.56
C  2.00  4.69  3.93
H  -1.46  2.55  3.49
H  -0.50  3.98  3.92
H  -0.69  2.66  5.09
H  0.44  0.52  4.62
H  1.62  0.43  3.31
H  -0.11  0.35  2.94
H  3.31  3.06  0.87
H  2.08  3.17  -0.39
H  3.45  0.62  0.50
H  3.86  1.54  -0.95
H  2.13  0.85  -3.08
H  1.75  2.27  -2.12
H  -0.14  -0.05  -2.49
H  -0.22  1.46  -3.40
H  -3.28  3.82  -2.86
H  -4.56  2.61  -3.06
H  -3.35  2.82  -4.32
H  -2.28  -0.19  -2.38
H  -2.35  0.33  -4.08
H  -3.83  0.21  -3.11
H  -0.49  3.91  -0.21
H  -1.27  3.13  1.18
H  -1.89  4.69  0.57
H  -4.27  2.27  -0.83
H  -4.23  3.98  -0.40
H  -3.81  2.76  0.81
H  3.48  -0.93  -1.33
H  1.98  -1.16  -2.20
H  0.18  -3.18  0.07
H  0.34  -2.49  -1.54
H  -3.25  -3.40  0.94
H  -2.66  -4.60  -0.22
H  -4.15  -3.70  -0.56
H  -1.55  -3.74  -2.37
H  -1.53  -1.98  -2.62
H  -3.05  -2.88  -2.73
H  -1.77  -0.68  2.56
H  -3.26  0.24  2.36
H  -1.79  0.80  1.58
H  -4.28  -1.24  -0.66
H  -4.50  0.18  0.36
H  -4.76  -1.43  1.03
H  1.23  4.75  0.64
H  2.68  5.49  1.35
H  1.08  6.00  1.87
H  1.25  5.41  4.26
H  2.96  5.20  3.86
H  2.08  3.89  4.66
C  3.15  -6.19  -1.32
N  2.59  -5.09  -2.09
C  1.16  -5.23  -2.26
C  3.06  -3.75  -1.75
C  2.76  -3.18  -0.36
C  3.35  -3.76  0.72
C  3.23  -3.27  2.04
C  2.54  -2.06  2.25
C  1.99  -1.39  1.22
C  1.91  -1.92  -0.19
H  2.94  -7.13  -1.83
H  2.76  -6.26  -0.30
H  4.24  -6.08  -1.27
H  0.94  -6.21  -2.69
H  0.80  -4.47  -2.95
H  0.60  -5.14  -1.31
H  2.68  -3.08  -2.52
H  4.14  -3.78  -1.86
H  3.99  -4.63  0.56
H  3.71  -3.79  2.86
H  2.49  -1.64  3.26
H  1.49  -0.44  1.38

Computed properties:
strongest force on any atom = 0.5 eV/Å
gap between HOMO and LUMO (spin up / spin down) = 0.2708 / 0.2342 Eh
HOMO (spin up / spin down) = -8.94 / -8.70 eV
2S+1 = 3
net charge = +1
lowest unoccupied orbital energy (spin up / spin down) = -1.571 / -2.330 eV


[4]
The following is a DFT calculation (wB97M-V/def2-TZVPD) of a structure of composition C4H5O2Sr at a distorted geometry.

Geometry (Å):
H  -1.09  0.31  -1.94
O  -3.10  -0.36  0.71
C  -1.96  0.11  0.09
C  -1.67  -0.38  -1.25
C  -0.75  -0.87  -0.13
C  0.59  -0.31  -0.04
O  0.87  0.67  -0.82
Sr  3.08  0.19  0.34
H  -3.82  0.27  0.60
H  -1.66  1.13  0.34
H  -2.34  -1.13  -1.67
H  -0.87  -1.90  0.22

Computed properties:
strongest force on any atom = 2.2 eV/Å
gap between HOMO and LUMO = 0.2203 Eh
HOMO = -11.35 eV
net charge = +1
lowest unoccupied orbital energy = -5.355 eV


[5]
The following is a DFT calculation (wB97M-V/def2-TZVPD) of an isolated molecule of C2H5IN2O2S at a distorted geometry.

Geometry (Å):
C  -0.82  -0.94  2.20
C  -0.20  -0.94  0.90
I  0.46  -2.58  -0.10
N  0.04  0.50  -0.05
S  0.62  0.37  -1.56
N  0.48  1.99  -1.92
O  2.00  0.01  -1.57
O  -0.29  -0.35  -2.40
H  -1.29  0.02  2.41
H  -1.54  -1.75  2.26
H  -0.05  -1.14  2.96
H  1.08  2.53  -1.31
H  -0.48  2.28  -1.81

Computed properties:
strongest force on any atom = 8.7 eV/Å
gap between HOMO and LUMO (spin up / spin down) = 0.2870 / 0.2865 Eh
HOMO (spin up / spin down) = -9.38 / -9.37 eV
SMILES string = C/C(I)=N/S(N)(=O)=O
net charge = 0
lowest unoccupied orbital energy (spin up / spin down) = -1.568 / -1.573 eV


[6]
The following is a DFT calculation (wB97M-V/def2-TZVPD) of a cluster of 11 separate species, C44H88BCl20N2O9S in total at a distorted geometry.

Geometry (Å):
C  -6.71  4.02  4.25
C  -7.60  3.41  3.03
O  -6.85  3.31  1.80
C  -6.99  2.02  1.18
C  -5.62  1.15  1.33
O  -4.55  2.07  1.08
C  -3.38  1.42  0.55
C  -2.00  1.78  1.27
C  -2.08  1.84  2.85
O  -3.19  1.07  3.42
C  -2.72  0.30  4.57
C  -1.31  3.09  0.58
B  -2.31  4.37  0.42
C  -3.40  4.92  1.47
O  -2.15  5.15  -0.80
C  0.17  3.41  1.04
S  0.51  4.08  2.71
C  -0.68  5.28  3.42
O  0.80  3.05  3.79
O  1.82  4.85  2.58
N  1.07  2.22  0.71
C  1.53  2.20  -0.71
C  2.97  1.47  -0.85
O  3.58  0.96  0.10
C  0.55  0.91  1.22
C  -0.96  0.56  0.86
N  -1.32  -0.59  1.78
C  -1.20  0.00  -0.62
C  -0.05  -1.02  -1.15
C  -0.41  -1.68  -2.56
C  0.06  -3.24  -2.65
C  1.46  -3.42  -3.39
C  2.25  -4.77  -3.04
O  2.04  -5.22  -1.66
C  2.88  -4.51  -0.77
C  4.34  -4.97  -0.34
O  2.41  -3.45  -0.28
H  -5.62  4.18  3.95
H  -6.74  3.37  5.18
H  -7.12  5.05  4.55
H  -7.97  2.40  3.42
H  -8.50  4.11  2.93
H  -7.91  1.43  1.49
H  -7.09  2.21  0.05
H  -5.71  0.32  0.53
H  -5.63  0.71  2.38
H  -3.34  1.69  -0.57
H  -3.56  0.29  0.70
H  -1.15  1.41  3.39
H  -2.20  2.90  3.29
H  -2.14  0.98  5.28
H  -2.13  -0.63  4.28
H  -3.65  -0.05  5.13
H  -1.18  2.74  -0.52
H  -3.12  6.00  1.74
H  -4.40  5.00  0.89
H  -3.58  4.29  2.39
H  -3.02  5.54  -1.03
H  0.53  4.24  0.32
H  -1.52  4.84  4.03
H  -1.04  5.99  2.59
H  -0.08  5.95  4.14
H  1.94  2.42  1.27
H  0.84  1.62  -1.41
H  1.68  3.22  -1.18
H  3.44  1.51  -1.90
H  1.31  0.12  0.89
H  0.66  0.90  2.37
H  -0.42  -1.06  2.00
H  -1.86  -1.30  1.27
H  -2.17  -0.63  -0.73
H  -1.28  0.81  -1.43
H  0.98  -0.52  -1.18
H  0.00  -1.84  -0.35
H  -1.48  -1.53  -2.89
H  0.25  -1.14  -3.34
H  -0.71  -3.83  -3.25
H  0.05  -3.64  -1.57
H  2.18  -2.55  -3.23
H  1.26  -3.45  -4.53
H  3.38  -4.64  -3.16
H  1.95  -5.64  -3.73
H  4.35  -5.22  0.78
H  5.12  -4.15  -0.53
H  4.69  -5.92  -0.87
Cl  6.15  -3.42  -3.06
C  6.86  -4.66  -4.13
C  6.14  -4.73  -5.46
Cl  4.49  -5.37  -5.31
H  6.83  -5.61  -3.61
H  7.90  -4.38  -4.28
H  6.68  -5.40  -6.14
H  6.08  -3.75  -5.94
Cl  5.10  -3.50  -8.62
C  3.74  -4.62  -8.88
C  2.47  -3.89  -9.28
Cl  1.81  -2.92  -7.94
H  3.60  -5.20  -7.97
H  4.04  -5.30  -9.68
H  1.70  -4.61  -9.55
H  2.64  -3.23  -10.13
Cl  -6.58  6.40  -1.87
C  -5.51  5.88  -3.20
C  -4.71  7.03  -3.78
Cl  -5.74  8.19  -4.66
H  -6.12  5.40  -3.96
H  -4.83  5.13  -2.78
H  -3.97  6.65  -4.49
H  -4.17  7.58  -3.00
Cl  2.72  8.67  1.54
C  3.46  7.42  0.52
C  2.79  7.31  -0.83
Cl  1.14  6.65  -0.71
H  3.43  6.47  1.06
H  4.51  7.70  0.39
H  3.35  6.64  -1.48
H  2.73  8.28  -1.33
Cl  2.44  -2.48  3.83
C  3.03  -0.81  3.98
C  2.39  -0.08  5.14
Cl  0.65  0.22  4.86
H  2.84  -0.30  3.04
H  4.11  -0.86  4.13
H  2.86  0.89  5.28
H  2.48  -0.64  6.07
Cl  4.84  -5.92  3.33
C  3.07  -6.00  3.13
C  2.44  -7.05  4.02
Cl  2.87  -8.71  3.53
H  2.86  -6.20  2.07
H  2.68  -5.02  3.37
H  1.35  -6.98  3.96
H  2.73  -6.91  5.06
Cl  -2.72  11.38  -5.05
C  -4.01  12.54  -5.44
C  -4.97  11.99  -6.48
Cl  -4.22  11.83  -8.08
H  -3.55  13.47  -5.78
H  -4.55  12.75  -4.51
H  -5.82  12.67  -6.60
H  -5.36  11.01  -6.19
Cl  -9.43  -1.34  1.16
C  -10.90  -0.69  0.40
C  -10.65  -0.20  -1.01
Cl  -9.63  1.25  -1.04
H  -11.29  0.11  1.04
H  -11.64  -1.50  0.39
H  -11.60  0.07  -1.48
H  -10.18  -0.97  -1.62
Cl  8.53  -7.94  6.27
C  7.16  -9.05  6.00
C  5.90  -8.32  5.59
Cl  5.24  -7.33  6.92
H  7.02  -9.63  6.91
H  7.47  -9.74  5.21
H  5.13  -9.04  5.31
H  6.08  -7.66  4.74
Cl  7.30  -10.48  2.72
C  9.06  -10.17  2.65
C  9.68  -10.69  1.37
Cl  9.68  -12.47  1.29
H  9.52  -10.63  3.53
H  9.20  -9.09  2.72
H  10.72  -10.37  1.30
H  9.15  -10.31  0.49

Computed properties:
strongest force on any atom = 8.2 eV/Å
gap between HOMO and LUMO = 0.3039 Eh
HOMO = -10.92 eV
net charge = +1
lowest unoccupied orbital energy = -2.652 eV


[7]
The following is a DFT calculation (wB97M-V/def2-TZVPD) of an isolated molecule of C5H10O.

Geometry (Å):
C  -0.04  1.53  1.50
C  0.13  0.07  1.08
C  0.28  -0.12  -0.45
C  0.68  -1.54  -0.84
C  -0.96  0.46  -1.07
O  -1.37  -0.29  -2.07
H  -0.90  1.98  1.00
H  -0.18  1.61  2.58
H  0.85  2.11  1.23
H  1.00  -0.37  1.57
H  -0.74  -0.51  1.41
H  1.05  0.59  -0.79
H  -0.04  -2.27  -0.45
H  0.73  -1.66  -1.92
H  1.66  -1.79  -0.42
H  -2.15  0.20  -2.36

Computed properties:
strongest force on any atom = 0.6 eV/Å
gap between HOMO and LUMO = 0.3384 Eh
HOMO = -8.35 eV
net charge = 0
lowest unoccupied orbital energy = 0.854 eV


[8]
The following is a DFT calculation (wB97M-V/def2-TZVPD) of the ion C2HClNO with charge +1 at a distorted geometry.

Geometry (Å):
C  -1.41  -0.51  -0.41
C  1.10  0.48  0.19
N  -0.35  -0.15  -0.20
O  1.49  1.26  -0.56
Cl  1.57  -0.23  1.59
H  -2.40  -0.86  -0.61

Computed properties:
strongest force on any atom = 15.3 eV/Å
gap between HOMO and LUMO (spin up / spin down) = 0.2962 / 0.2617 Eh
HOMO (spin up / spin down) = -12.63 / -17.88 eV
2S+1 = 3
net charge = +1
lowest unoccupied orbital energy (spin up / spin down) = -4.569 / -10.762 eV


[9]
The following is a DFT calculation (wB97M-V/def2-TZVPD) of an isolated molecule of C2H6N2S3 at a distorted geometry.

Geometry (Å):
C  1.05  0.48  -0.65
C  -1.30  -0.06  0.84
N  0.28  -0.76  -0.77
N  -0.42  -1.01  0.50
S  0.22  1.88  0.13
S  2.68  -0.11  0.11
S  -2.71  0.16  -0.20
H  1.43  0.62  -1.59
H  -1.65  0.10  1.95
H  -0.33  -0.93  -1.64
H  0.21  -1.42  1.25
H  2.52  0.39  1.39
H  -1.98  0.68  -1.31

Computed properties:
strongest force on any atom = 4.5 eV/Å
gap between HOMO and LUMO (spin up / spin down) = 0.2537 / 0.2394 Eh
HOMO (spin up / spin down) = -6.29 / -9.16 eV
2S+1 = 3
net charge = 0
lowest unoccupied orbital energy (spin up / spin down) = 0.612 / -2.642 eV


[10]
The following is a DFT calculation (wB97M-V/def2-TZVPD) of a cluster of 2 separate species, C4H4N2O3 in total at a distorted geometry.

Geometry (Å):
C  1.62  1.21  0.12
N  0.51  1.56  0.94
C  -0.65  1.48  0.45
C  -1.96  1.50  0.40
O  -3.09  1.35  0.02
H  1.24  0.66  -0.80
H  2.32  2.10  -0.20
H  2.27  0.49  0.56
O  -1.80  -1.95  1.54
C  -1.13  -1.96  0.55
N  -0.40  -2.32  -0.35
O  0.31  -1.70  -1.39
H  0.77  -2.42  -1.82

Computed properties:
strongest force on any atom = 3.3 eV/Å
gap between HOMO and LUMO = 0.2677 Eh
HOMO = -8.55 eV
SMILES string = CN=C=C=O.O=C=NO
net charge = 0
lowest unoccupied orbital energy = -1.271 eV


[11]
The following is a DFT calculation (wB97M-V/def2-TZVPD) of a structure of composition C16H15Cl2CrN2O6S2 at a distorted geometry.

Geometry (Å):
Cr  1.41  -0.20  1.16
O  4.20  1.45  3.46
Cl  3.59  0.25  2.96
O  4.26  -0.90  3.48
O  2.17  0.22  3.30
O  3.64  0.24  1.49
N  -0.73  0.98  -1.11
C  0.42  0.51  -1.65
N  1.33  -0.13  -0.98
C  2.36  -0.53  -1.82
C  3.52  -1.19  -1.41
C  4.48  -1.49  -2.36
C  4.31  -1.14  -3.70
C  3.18  -0.47  -4.12
C  2.21  -0.17  -3.17
S  0.70  0.66  -3.38
H  -0.69  0.90  -0.09
H  -1.01  1.89  -1.42
H  3.63  -1.44  -0.37
H  5.38  -2.00  -2.05
H  5.08  -1.39  -4.42
H  3.04  -0.19  -5.15
Cl  1.76  3.02  -0.34
C  1.07  2.03  1.13
H  0.06  2.45  1.18
H  1.61  2.48  1.96
O  -7.05  0.06  -0.74
C  -6.57  0.63  0.41
O  -7.32  1.34  1.04
C  -5.17  0.34  0.76
C  -4.70  0.73  2.03
C  -3.41  0.47  2.41
C  -2.48  -0.20  1.57
S  -0.90  -0.60  2.12
C  -2.98  -0.58  0.30
C  -4.27  -0.31  -0.09
H  -6.36  -0.52  -1.09
H  -5.38  1.24  2.69
H  -3.06  0.77  3.39
H  -2.30  -1.08  -0.38
H  -4.55  -0.61  -1.10
C  1.75  -2.10  1.31
H  2.74  -2.53  1.56
H  1.02  -2.90  1.20

Computed properties:
strongest force on any atom = 1.8 eV/Å
gap between HOMO and LUMO (spin up / spin down) = 0.1812 / 0.1761 Eh
HOMO (spin up / spin down) = -0.81 / -0.67 eV
2S+1 = 2
net charge = -2
lowest unoccupied orbital energy (spin up / spin down) = 4.125 / 4.126 eV


[12]
The following is a DFT calculation (wB97M-V/def2-TZVPD) of a structure of composition C7H11ClN2 at a distorted geometry.

Geometry (Å):
C  -0.69  0.04  0.02
C  -2.03  -0.10  -0.13
C  -1.77  2.08  0.39
C  0.79  -1.92  1.34
C  1.18  0.66  -1.69
C  1.43  -0.73  0.50
C  0.60  -0.29  -0.63
N  -0.92  1.12  0.95
N  -2.38  0.93  0.87
Cl  -3.15  -1.30  -0.75
H  -2.00  2.85  1.02
H  -1.56  2.39  -0.67
H  0.60  -2.69  0.59
H  1.58  -2.11  2.05
H  -0.07  -1.56  1.84
H  0.81  1.63  -1.46
H  2.31  0.86  -1.70
H  0.75  0.48  -2.66
H  1.74  0.03  1.20
H  2.41  -1.11  -0.08
H  0.36  -1.28  -1.01

Computed properties:
strongest force on any atom = 4.1 eV/Å
gap between HOMO and LUMO = 0.3626 Eh
HOMO = -9.00 eV
net charge = 0
lowest unoccupied orbital energy = 0.866 eV


[13]
The following is a DFT calculation (wB97M-V/def2-TZVPD) of a cluster of 2 separate species, C3H8O2S in total at a distorted geometry.

Geometry (Å):
O  -1.31  -1.86  -1.11
C  -0.54  -1.65  -0.22
C  -0.73  -0.47  0.76
C  0.66  0.09  1.11
S  0.64  1.88  1.44
H  0.33  -2.28  -0.03
H  -1.15  -0.85  1.69
H  -1.43  0.19  0.26
H  1.00  -0.41  2.01
H  1.39  -0.15  0.34
H  0.08  2.22  0.26
O  0.19  0.76  -2.13
H  -0.21  1.54  -2.51
H  1.08  0.99  -1.86

Computed properties:
strongest force on any atom = 1.5 eV/Å
gap between HOMO and LUMO = 0.3585 Eh
HOMO = -9.21 eV
SMILES string = O=CCCS.O
net charge = 0
lowest unoccupied orbital energy = 0.539 eV


[14]
The following is a DFT calculation (wB97M-V/def2-TZVPD) of an isolated molecule of C4H11NO at a distorted geometry.

Geometry (Å):
C  -0.76  1.71  -0.93
C  -0.92  0.28  -0.42
N  -0.29  -0.62  -1.37
C  -0.09  0.12  1.04
C  0.79  -1.08  1.13
O  2.05  -0.76  0.48
H  -1.58  2.34  -0.45
H  0.23  2.04  -0.63
H  -0.82  1.79  -2.00
H  -1.96  -0.01  -0.23
H  0.71  -0.51  -1.50
H  -0.57  -1.58  -1.25
H  -0.94  0.00  1.73
H  0.25  1.14  1.14
H  0.26  -1.96  0.75
H  1.11  -1.29  2.15
H  2.51  -1.60  0.37

Computed properties:
strongest force on any atom = 4.0 eV/Å
gap between HOMO and LUMO = 0.3418 Eh
HOMO = -8.43 eV
SMILES string = C[C@@H](N)CCO
net charge = 0
lowest unoccupied orbital energy = 0.865 eV